Below is C32H33AsBrNO5RhS5Sb as an isolated structure at a distorted geometry, with properties calculated with ωB97M-V/def2-TZVPD.

```
80
Properties=species:S:1:pos:R:3
Rh -0.273 -1.963 1.393
S 1.845 -4.493 4.441
As -0.035 -3.627 4.156
S 0.104 -1.484 3.564
S -0.934 -4.014 2.150
S -1.339 -3.975 5.753
Br -2.335 -4.481 -4.153
C -0.791 -4.859 -3.097
C 0.185 -5.631 -3.716
C 1.345 -5.951 -3.031
C 1.520 -5.498 -1.730
C 0.545 -4.716 -1.137
C -0.636 -4.381 -1.805
C -1.631 -3.459 -1.101
O -2.825 -3.699 -1.184
O -1.079 -2.462 -0.519
H 0.026 -5.977 -4.729
H 2.109 -6.546 -3.517
H 2.418 -5.738 -1.176
H 0.693 -4.344 -0.134
C -2.569 3.090 -0.100
C -1.226 3.146 -0.774
C -1.043 4.069 -1.804
C 0.147 4.168 -2.505
C 1.201 3.330 -2.175
C 1.041 2.421 -1.142
C -0.158 2.316 -0.432
Sb -0.014 0.747 1.032
C -1.547 1.341 2.446
C -1.261 2.216 3.489
C -2.216 2.543 4.445
C -3.474 1.971 4.373
C -3.759 1.077 3.350
C -2.815 0.750 2.383
C -3.183 -0.252 1.319
C 1.623 1.683 2.092
C 2.534 0.796 2.672
C 3.720 1.229 3.241
C 4.036 2.577 3.212
C 3.128 3.474 2.676
C 1.909 3.058 2.139
C 0.956 4.154 1.718
H -3.219 3.875 -0.488
H -2.491 3.209 0.981
H -3.053 2.130 -0.283
H -1.869 4.723 -2.063
H 0.247 4.891 -3.306
H 2.138 3.378 -2.717
H 1.871 1.770 -0.884
H -0.271 2.643 3.577
H -1.967 3.229 5.246
H -4.227 2.201 5.117
H -4.736 0.608 3.306
H -4.254 -0.459 1.329
H -2.685 -1.213 1.492
H -2.894 0.057 0.312
H 2.312 -0.263 2.694
H 4.391 0.508 3.690
H 4.976 2.933 3.618
H 3.355 4.536 2.680
H 0.977 4.952 2.464
H -0.068 3.803 1.633
H 1.233 4.585 0.753
O -0.933 0.224 -1.913
S -0.889 -0.924 -2.883
C -0.479 -0.125 -4.482
C 0.919 -0.584 -4.900
C 1.679 -0.788 -3.591
C 0.756 -1.656 -2.751
H -0.514 0.940 -4.247
H -1.258 -0.369 -5.204
H 1.401 0.136 -5.565
H 0.851 -1.537 -5.433
H 1.818 0.172 -3.086
H 2.660 -1.244 -3.732
H 0.984 -1.680 -1.688
H 0.685 -2.678 -3.133
O 2.327 -0.555 0.008
N 2.616 -1.631 0.496
O 1.669 -2.403 0.872
```

Energy above the lowest of the compared OMol25 structures with the same formula, charge and spin   0.0 kcal per mole
Calculated total energy   -240051.5318 eV
Kohn-Sham gap   5.62 eV
Spin multiplicity   1
Molar mass   1051.44 g/mol
Total charge   -2